[1]
This record from the Open Molecules 2025 dataset describes a single C7H11NO3S molecule. The level of theory is ωB97M-V with the def2-TZVPD basis set.

Geometry as ORCA input:
```
! RIJCOSX wB97M-V def2-TZVPD def2/J DEFGRID3
* xyz 0 1
C 0.509 -3.820 1.321
C 0.260 -2.762 0.343
C 0.253 -0.428 0.225
C 0.150 0.767 1.146
C 0.032 2.127 0.500
C -1.152 2.441 -1.548
C 0.256 2.649 -2.095
H -0.193 -3.812 2.144
H 1.537 -3.728 1.597
H 0.362 -4.811 0.694
H 0.887 -2.853 -0.510
H -0.737 -2.874 -0.074
H -0.801 0.555 1.698
H 1.055 0.701 1.839
H 0.053 2.940 1.272
H -2.115 1.855 0.113
H 0.382 3.615 -2.632
H 0.597 1.903 -2.869
N -1.181 2.197 -0.230
O 0.392 -1.490 0.997
O 0.196 -0.429 -0.982
O -2.119 2.555 -2.261
S 1.377 2.701 -0.688
*
```

The value obtained for the total energy is -952.00591 Ha. For the lowest unoccupied orbital energy, the calculation gives 0.6 eV. The value obtained for the energy above the lowest of the compared OMol25 structures with the same formula, charge and spin is 17.12 kcal per mole. The calculation puts the highest occupied orbital energy at -8.86 eV. The gap between HOMO and LUMO comes out at 9.41 eV.

[2]
This record from the Open Molecules 2025 dataset describes a molecular structure, C7H11NO4. The level of theory is ωB97M-V with the def2-TZVPD basis set.

Geometry as ORCA input:
```
! RIJCOSX wB97M-V def2-TZVPD def2/J DEFGRID3
* xyz 0 1
C 0.673 1.347 -2.349
C 0.549 -1.138 0.699
C 1.358 0.156 0.687
C -0.139 -1.332 -0.647
C 0.439 1.350 0.458
C -1.105 -0.181 -0.930
C -0.476 1.182 -0.729
N 0.614 2.741 -2.693
O 1.223 0.453 -2.890
O 1.452 3.478 -2.217
O -0.414 3.069 -3.266
O -1.327 2.240 -0.822
H 1.204 -1.986 0.904
H -0.203 -1.095 1.492
H 1.871 0.290 1.639
H 2.111 0.105 -0.100
H 0.610 -1.385 -1.436
H -0.697 -2.269 -0.654
H -0.219 1.473 1.325
H 1.006 2.277 0.351
H -1.501 -0.266 -1.946
H -1.953 -0.242 -0.238
H -1.962 2.143 -1.547
*
```

The value obtained for the total energy is -628.91234 Ha. For the lowest unoccupied orbital energy, the calculation gives -0.2 eV. The value obtained for the energy above the lowest of the compared OMol25 structures with the same formula, charge and spin is 83.35 kcal per mole. The calculation puts the highest occupied orbital energy at -9.32 eV. The gap between HOMO and LUMO comes out at 9.14 eV.

[3]
This record from the Open Molecules 2025 dataset describes a molecular structure, C7H11NOS. The level of theory is ωB97M-V with the def2-TZVPD basis set.

Geometry as ORCA input:
```
! RIJCOSX wB97M-V def2-TZVPD def2/J DEFGRID3
* xyz 0 1
C -0.837 -1.396 -0.597
C -2.279 -1.256 -0.624
C -0.318 -0.452 0.249
C 2.641 0.958 1.081
C -1.030 0.695 0.904
C -2.484 0.755 0.509
C 2.039 0.161 -1.483
N -2.998 -0.448 -0.024
O 2.693 -1.616 0.411
S 1.947 -0.360 0.261
H -0.258 -2.110 -1.094
H -2.805 -2.133 -0.973
H 2.753 0.481 2.008
H 1.732 1.622 1.089
H -0.840 0.659 1.945
H -0.433 1.522 0.555
H -3.081 0.976 1.388
H -2.599 1.430 -0.312
H 2.945 -0.328 -1.789
H 1.204 -0.325 -2.119
H 2.006 1.164 -1.385
*
```

The value obtained for the total energy is -801.27374 Ha. For the lowest unoccupied orbital energy, the calculation gives -0.1 eV. The value obtained for the energy above the lowest of the compared OMol25 structures with the same formula, charge and spin is 135.13 kcal per mole. The calculation puts the highest occupied orbital energy at -8.38 eV. The gap between HOMO and LUMO comes out at 8.30 eV.

[4]
This record from the Open Molecules 2025 dataset describes a single C7H11NOS molecule. The level of theory is ωB97M-V with the def2-TZVPD basis set.

Geometry as ORCA input:
```
! RIJCOSX wB97M-V def2-TZVPD def2/J DEFGRID3
* xyz 0 1
C 3.111 1.006 -0.551
C -3.119 0.009 -1.105
C -1.900 -0.448 -0.968
C -0.464 0.048 1.742
C 3.179 -0.548 -0.393
C -0.650 0.392 -0.839
C 0.063 -0.087 0.393
N 2.080 1.517 -0.123
O 1.684 -1.907 1.418
S 1.418 -1.329 0.076
H -3.819 -0.709 -1.435
H -3.177 1.035 -0.896
H -1.767 -1.456 -0.980
H 0.272 -0.616 2.376
H -1.580 -0.113 1.771
H -0.339 1.131 1.989
H 3.417 -0.935 -1.345
H 3.825 -0.916 0.498
H 4.074 1.447 -0.845
H -0.916 1.509 -0.732
H -0.087 0.284 -1.697
*
```

The value obtained for the total energy is -801.26956 Ha. For the lowest unoccupied orbital energy (spin up / spin down), the calculation gives -0.6 / -0.1 eV. The value obtained for the energy above the lowest of the compared OMol25 structures with the same formula, charge and spin is 137.75 kcal per mole. The calculation puts the highest occupied orbital energy (spin up / spin down) at -7.56 / -8.86 eV. The gap between HOMO and LUMO (spin up / spin down) comes out at 6.99 / 8.71 eV.

[5]
This record from the Open Molecules 2025 dataset describes a single C7H11NOSi molecule. The level of theory is ωB97M-V with the def2-TZVPD basis set.

Geometry as ORCA input:
```
! RIJCOSX wB97M-V def2-TZVPD def2/J DEFGRID3
* xyz 0 3
C 2.848 -0.375 -0.677
C 2.395 -1.452 0.098
C 2.267 0.864 -0.541
C 1.187 -1.505 0.589
C 1.273 0.941 0.579
C 0.370 -0.354 0.524
C -2.775 1.655 0.075
N -1.982 -2.314 -0.332
O -2.710 0.268 -0.072
Si -1.358 -0.708 -0.068
H 3.775 -0.351 -1.309
H 3.111 -2.351 0.217
H 2.725 1.753 -1.002
H 0.974 -2.339 1.098
H 0.669 1.821 0.606
H -2.773 2.064 1.073
H -3.815 2.099 -0.241
H -2.016 2.222 -0.582
H -1.293 -2.897 -0.778
H -2.795 -2.434 -0.813
H 2.005 1.000 1.502
*
```

The value obtained for the total energy is -692.65739 Ha. For the lowest unoccupied orbital energy (spin up / spin down), the calculation gives 0.6 / -1.3 eV. The calculation puts the highest occupied orbital energy (spin up / spin down) at -4.62 / -8.61 eV. Its expectation value of S² is 2.04. The gap between HOMO and LUMO (spin up / spin down) comes out at 5.20 / 7.29 eV.

[6]
This record from the Open Molecules 2025 dataset describes a gas-phase ion, C7H11NP (charge +1). The level of theory is ωB97M-V with the def2-TZVPD basis set.

Geometry as ORCA input:
```
! RIJCOSX wB97M-V def2-TZVPD def2/J DEFGRID3
* xyz 1 1
C -1.273 -1.116 -2.457
C -0.211 0.590 0.166
C -1.157 -0.607 0.084
C 1.147 0.483 0.177
C -2.543 -0.320 0.836
C 1.979 1.703 0.244
C 2.016 -0.782 0.230
N -1.403 -1.035 -1.292
P -0.870 2.094 0.723
H -1.325 -1.411 -3.481
H -0.772 -1.599 0.354
H -3.127 -1.183 0.802
H -3.234 0.444 0.272
H -2.257 -0.045 1.875
H 1.372 2.577 -0.177
H 2.814 1.652 -0.438
H 2.143 1.779 1.323
H 2.448 -0.935 -0.815
H 1.414 -1.686 0.542
H 2.840 -0.603 1.034
*
```

The value obtained for the total energy is -668.98181 Ha. For the lowest unoccupied orbital energy (spin up / spin down), the calculation gives -5.0 / -4.9 eV. The value obtained for the energy above the lowest of the compared OMol25 structures with the same formula, charge and spin is 93.02 kcal per mole. The calculation puts the highest occupied orbital energy (spin up / spin down) at -10.91 / -11.37 eV. The gap between HOMO and LUMO (spin up / spin down) comes out at 5.90 / 6.43 eV.

[7]
This record from the Open Molecules 2025 dataset describes a molecular structure, C7H11NPZr. The level of theory is ωB97M-V with the def2-TZVPD basis set.

Geometry as ORCA input:
```
! RIJCOSX wB97M-V def2-TZVPD def2/J DEFGRID3
* xyz 1 1
C 1.030 0.528 -1.484
C 0.421 0.299 -2.721
C -0.355 -0.886 -2.925
C -0.297 -1.931 -1.937
C 0.254 -1.673 -0.691
Zr -0.978 0.106 -0.817
P -0.203 2.533 0.249
H 1.812 1.270 -1.319
H 0.464 1.023 -3.550
H -0.969 -1.014 -3.815
H 0.400 -2.432 0.077
H -0.746 -2.892 -2.198
H -0.996 3.184 1.226
H 0.074 3.679 -0.538
H 0.977 2.569 1.050
C -0.015 -0.864 3.680
C -0.373 -0.460 2.361
N -0.739 -0.140 1.304
H -0.790 -0.530 4.384
H 0.951 -0.408 3.946
H 0.077 -1.961 3.717
*
```

The value obtained for the total energy is -716.09240 Ha. For the lowest unoccupied orbital energy, the calculation gives -4.0 eV. The value obtained for the energy above the lowest of the compared OMol25 structures with the same formula, charge and spin is 0.00 kcal per mole. The calculation puts the highest occupied orbital energy at -10.82 eV. The gap between HOMO and LUMO comes out at 6.80 eV.

[8]
This record from the Open Molecules 2025 dataset describes 2 unconnected molecules or ions with the total composition C7H11NS. The level of theory is ωB97M-V with the def2-TZVPD basis set.

Geometry as ORCA input:
```
! RIJCOSX wB97M-V def2-TZVPD def2/J DEFGRID3
* xyz 0 1
C -0.753 -1.121 1.926
C -0.251 -1.119 0.675
C 1.006 -1.385 0.362
C 1.635 1.031 -0.436
C 3.079 1.013 -0.621
C -2.330 0.161 -0.229
C -1.093 -0.694 -0.516
N 0.658 1.757 -0.533
S 2.329 -2.185 0.507
H -1.772 -0.804 2.150
H -0.168 -1.378 2.839
H 3.558 -0.044 -0.821
H 3.286 1.508 -1.658
H 3.647 1.499 0.074
H -3.204 -0.448 0.243
H -2.152 1.070 0.266
H -2.803 0.520 -1.160
H -0.286 -0.071 -1.127
H -1.364 -1.465 -1.128
H 0.647 2.754 -0.787
*
```

The value obtained for the total energy is -726.05411 Ha. For the lowest unoccupied orbital energy (spin up / spin down), the calculation gives -0.3 / -0.1 eV. The value obtained for the energy above the lowest of the compared OMol25 structures with the same formula, charge and spin is 130.79 kcal per mole. The calculation puts the highest occupied orbital energy (spin up / spin down) at -6.70 / -7.07 eV. The gap between HOMO and LUMO (spin up / spin down) comes out at 6.42 / 7.02 eV.

[9]
This record from the Open Molecules 2025 dataset describes a single C7H11NS molecule. The level of theory is ωB97M-V with the def2-TZVPD basis set.

Geometry as ORCA input:
```
! RIJCOSX wB97M-V def2-TZVPD def2/J DEFGRID3
* xyz 0 1
C -0.388 0.130 0.267
C 0.517 -0.874 0.083
C -1.740 -0.429 -0.030
C -0.238 -2.198 -0.161
C 1.981 -0.728 -0.006
C -0.216 2.468 -0.485
C -0.026 1.468 0.738
N -1.583 -1.747 -0.289
S -3.162 0.451 -0.076
H 0.086 -2.820 -0.954
H -0.126 -2.775 0.806
H 2.317 -0.375 1.026
H 2.263 0.118 -0.601
H 2.475 -1.634 -0.248
H 0.779 2.281 -0.869
H -0.097 3.432 -0.210
H -1.065 2.230 -1.078
H -0.501 1.892 1.671
H 1.061 1.437 0.998
H -2.337 -2.329 -0.579
*
```

The value obtained for the total energy is -726.23372 Ha. For the lowest unoccupied orbital energy, the calculation gives 0.5 eV. The value obtained for the energy above the lowest of the compared OMol25 structures with the same formula, charge and spin is 18.08 kcal per mole. The calculation puts the highest occupied orbital energy at -8.04 eV. The gap between HOMO and LUMO comes out at 8.54 eV.

[10]
This record from the Open Molecules 2025 dataset describes a single C7H11NS molecule. The level of theory is ωB97M-V with the def2-TZVPD basis set.

Geometry as ORCA input:
```
! RIJCOSX wB97M-V def2-TZVPD def2/J DEFGRID3
* xyz 0 1
C 0.318 -0.539 2.721
C 0.886 0.623 3.037
C 0.469 0.574 0.484
C 0.465 0.690 -0.809
C 0.824 2.062 -1.433
C 0.247 -0.355 -1.860
C -1.335 -1.346 1.162
N 0.028 -0.902 1.408
S 0.974 1.794 1.680
H 0.377 -1.280 3.396
H 1.416 0.923 3.992
H -0.002 2.711 -1.719
H 1.414 2.700 -0.774
H 1.370 1.945 -2.347
H 0.524 -1.427 -1.308
H -0.698 -0.243 -2.362
H 1.060 -0.266 -2.512
H -2.082 -0.630 1.008
H -1.384 -1.919 0.260
H -1.546 -2.139 2.024
*
```

The value obtained for the total energy is -726.14350 Ha. For the lowest unoccupied orbital energy, the calculation gives 0.9 eV. The value obtained for the energy above the lowest of the compared OMol25 structures with the same formula, charge and spin is 74.70 kcal per mole. The calculation puts the highest occupied orbital energy at -7.42 eV. The gap between HOMO and LUMO comes out at 8.32 eV.

Max |F|
In order: 0.059; 0.088; 0.103; 0.072; 0.130; 0.107; 0.074; 0.105; 0.083; 0.095
Unit: hartree/bohr